ORCA calculation (wB97M-V/def2-TZVPD) on a molecular structure, C8H24KO8P at a distorted geometry.

Atoms and positions in Å:
K -15.6963 -33.9085 5.9244
P -14.8049 -34.8953 8.9197
O -16.1031 -35.6129 9.4032
O -13.4696 -32.7843 4.7130
O -14.7094 -36.7683 5.5591
O -17.3974 -35.6380 7.1876
O -15.1873 -33.4380 8.4777
O -14.2500 -31.2004 7.2606
O -13.8758 -34.7905 10.1540
O -14.1563 -35.6665 7.7501
C -19.2686 -36.5106 6.0450
C -15.2078 -30.1524 7.1253
C -14.5022 -28.9257 6.5713
C -18.6208 -36.3079 7.3984
C -14.2289 -37.4596 3.3124
C -13.7141 -36.7212 4.5580
C -14.2204 -32.8637 2.4664
C -13.2324 -32.2399 3.4224
H -13.4760 -35.6885 4.2768
H -18.3689 -37.2798 7.8542
H -14.4042 -38.5210 3.4886
H -14.7438 -31.9752 7.6727
H -20.2016 -37.0817 6.1074
H -15.6245 -29.9766 8.1199
H -15.0935 -36.9760 2.8542
H -14.3089 -36.2571 6.3529
H -15.2485 -32.7010 2.7979
H -17.0121 -35.4607 8.1261
H -18.5791 -37.0887 5.4296
H -12.8967 -32.3283 5.3441
H -12.8632 -37.3151 4.9155
H -14.1043 -33.9366 2.3049
H -14.1436 -32.4482 1.4558
H -19.4621 -35.5258 5.6132
H -13.5415 -28.6978 7.0335
H -13.4375 -37.4569 2.5453
H -12.2063 -32.4711 3.0989
H -19.2516 -35.7989 8.1404
H -14.2679 -29.1755 5.5325
H -13.2545 -31.1451 3.4845
H -15.1820 -28.0822 6.7191
H -15.9372 -30.4520 6.3630

The calculation puts the LUMO energy at 3.71 eV. The calculation puts the strongest force on any atom at 3.82 eV/Å. Its charge is -2. The calculation puts the calculated total energy at -1862.5093 Eh. Its gap between HOMO and LUMO is 2.6377 eV.